Entry from OMol25: the molecule C10H10ClN3O3 (ωB97M-V/def2-TZVPD).

molar mass = 255.7 g/mol
frontier orbital gap = 8.191 eV
E = -1237.13491 Eh
SMILES = Nc1cnn(C2=CC=C[C@H](O)[C@H]2O)c(=O)c1Cl
LUMO level = -0.138 eV

CARTESIAN COORDINATES (ANGSTROEM)
O: 1.310018 -0.276599 2.076980
Cl: 4.279830 0.163810 1.743200
N: 1.112789 0.526438 -1.397805
O: -4.438210 0.598123 -0.027313
O: -1.631132 1.965056 0.009128
C: 1.603799 0.064050 0.938378
C: 2.385922 0.701382 -1.674200
C: -2.194881 -1.988644 0.822193
C: -0.812864 -1.540631 0.585666
C: 3.043971 0.159852 0.606111
C: 3.373501 0.349808 -0.694968
C: -3.307547 -1.224019 0.895822
C: -0.675147 -0.250221 0.123171
N: 4.688766 0.538108 -1.025965
N: 0.669955 0.169057 -0.119805
C: -3.229540 0.253626 0.621646
C: -1.958658 0.640402 -0.169189
H: -4.385641 1.469540 -0.376728
H: -0.908710 2.089022 -0.574856
H: 2.774587 0.710525 -2.739744
H: -2.282184 -3.061436 0.632971
H: -0.009065 -2.303323 0.628492
H: -4.208360 -1.697408 1.129889
H: 4.967810 0.549754 -2.059699
H: 5.400669 0.255643 -0.365549
H: -3.253992 0.685881 1.630575
H: -2.315685 0.452204 -1.218401

Atomic forces in eV per Å
O -0.58 0.66 -0.64
Cl 0.07 -0.35 1.10
N -0.40 0.10 -0.14
O 0.05 -1.07 -0.07
O -1.05 0.79 0.83
C 1.27 -1.43 1.80
C -1.34 -2.33 0.31
C -0.38 -0.58 -0.88
C -0.82 2.26 -1.38
C -2.22 0.53 -1.81
C 1.63 1.49 0.39
C 3.09 -0.25 -0.98
C -0.98 -2.69 0.39
N 0.82 -0.16 -2.79
N 2.34 1.39 -1.07
C 0.15 -0.43 1.67
C 0.22 -1.95 -0.43
H 0.16 1.25 -0.30
H 1.20 0.82 -0.85
H -1.23 0.66 1.21
H -0.35 0.03 1.08
H -0.44 0.99 0.20
H -1.51 -0.32 -0.01
H -0.63 -0.11 2.43
H -0.19 0.03 -0.28
H 0.43 0.68 -0.11
H 0.68 -0.01 0.38